(1)
This record from the OMol25 dataset describes a molecular structure, C32H21BCl81N3O3P. The level of theory is ωB97M-V/def2-TZVPD.

```
142
Properties=species:S:1:pos:R:3:lowdin_charge:R:1
C -3.1205 -7.1804 -1.3946 -0.1456
O -3.0200 -6.0186 -2.2957 -0.0937
B -2.4996 -6.4365 -3.6444 -0.4544
O -3.3611 -7.2743 -4.5016 0.0664
C -1.0029 -5.8558 -4.0395 0.0536
C -0.7751 -4.7432 -5.2543 -0.2022
P -2.1928 -4.0142 -6.3206 0.7173
N -1.6026 -2.7453 -7.1870 -0.3486
C 0.7541 -4.1769 -5.5752 0.0330
N 1.9465 -4.6455 -4.7722 0.0893
C 1.7908 -5.6510 -3.6530 -0.0465
C 3.1411 -6.0713 -2.7872 -0.1811
C 3.3408 -4.8355 -1.6785 -0.1772
C 2.0286 -4.5966 -0.7262 -0.2010
C 2.2314 -3.3129 0.3255 -0.2110
N 0.8774 -2.6237 0.4189 -0.0023
C 0.9064 -1.2187 -0.1397 -0.4645
C 0.1794 -0.0030 0.6951 -0.1416
O 1.4944 -0.9066 -1.3266 -0.2754
C 0.3407 -6.3395 -3.1921 -0.3398
Cl 0.2899 -7.5713 -1.7724 0.6285
H -2.8213 -8.1703 -1.9837 0.1109
H -2.4099 -7.0723 -0.4475 0.0798
H -4.2058 -7.3515 -0.9678 0.0470
H -4.2841 -6.8529 -4.4405 0.1471
H -3.2351 -3.4458 -5.4755 0.0332
H -2.7294 -5.0431 -7.1819 0.0215
H -2.1373 -1.8739 -6.9330 -0.0276
H 0.9404 -3.3699 -6.4041 0.1291
H 2.9264 -4.2891 -4.9564 0.1694
H 4.0877 -6.1191 -3.5080 0.0438
H 3.0516 -7.1008 -2.2380 0.0580
H 3.5244 -3.8554 -2.3354 0.1215
H 4.3499 -4.9776 -1.0661 0.1387
H 1.0299 -4.3778 -1.2940 0.1106
H 1.8643 -5.5928 -0.1110 0.0434
H 3.0857 -2.6168 -0.0731 0.0627
H 2.4708 -3.7064 1.4173 0.0958
H 0.4667 -2.6793 1.3758 0.0311
H -0.9091 0.2000 0.3159 0.1042
H 0.1333 -0.1986 1.8512 -0.0128
H 0.7870 1.0097 0.5344 0.0852
C -0.1061 0.5601 -4.1395 -1.9634
Cl -0.0124 1.3340 -5.7417 0.5262
Cl -1.4377 1.2875 -3.2055 0.4842
Cl -0.4049 -1.1850 -4.3394 0.5103
Cl 1.4306 0.8039 -3.2715 0.5500
C 5.5446 1.1325 -4.3823 -1.9855
Cl 5.5433 2.8890 -4.0834 0.5309
Cl 4.7958 0.7986 -5.9642 0.5120
Cl 7.2217 0.5309 -4.3804 0.4941
Cl 4.6177 0.3114 -3.1013 0.4581
C -5.4095 3.0230 -3.0580 -1.9900
Cl -5.3907 4.7810 -3.3472 0.4941
Cl -6.9099 2.5771 -2.2068 0.5163
Cl -5.3335 2.1637 -4.6171 0.5192
Cl -4.0040 2.5700 -2.0611 0.4682
C -1.4144 0.8875 4.3840 -1.9600
Cl -0.0731 1.6188 3.4672 0.5676
Cl -1.4029 -0.8783 4.1466 0.5026
Cl -1.2196 1.2550 6.1165 0.5062
Cl -2.9621 1.5544 3.8058 0.5077
C 8.2777 -3.1124 -6.4664 -1.9933
Cl 8.2965 -1.3544 -6.7556 0.4997
Cl 6.7773 -3.5582 -5.6151 0.4686
Cl 8.3537 -3.9716 -8.0254 0.4920
Cl 9.6831 -3.5653 -5.4694 0.5276
C 0.5089 -5.4002 3.3696 -1.9446
Cl -0.0939 -3.7293 3.5087 0.5179
Cl 2.2714 -5.4193 3.6297 0.5346
Cl -0.2835 -6.4215 4.5959 0.5071
Cl 0.1415 -6.0307 1.7442 0.5466
C -6.4072 7.5155 -0.2247 -1.9850
Cl -6.3135 8.2894 -1.8268 0.5191
Cl -7.7387 8.2429 0.7093 0.5240
Cl -6.7060 5.7704 -0.4246 0.4866
Cl -4.8704 7.7593 0.6434 0.4621
C -2.9227 9.7861 3.4248 -1.9640
Cl -4.6855 9.5325 3.4764 0.5232
Cl -2.0915 8.2664 3.8423 0.4389
Cl -2.4433 10.2942 1.7857 0.4632
Cl -2.4702 11.0512 4.5949 0.5169
C -4.9327 -7.5780 2.2628 -1.9789
Cl -4.3373 -6.0298 1.6122 0.5303
Cl -6.1323 -7.2628 3.5419 0.4772
Cl -5.6928 -8.5190 0.9545 0.5372
Cl -3.5683 -8.5006 2.9424 0.5134
C -7.8703 -4.8295 6.0519 -1.9965
Cl -6.5290 -4.0982 5.1351 0.4979
Cl -7.8588 -6.5953 5.8145 0.4799
Cl -7.6755 -4.4620 7.7844 0.5229
Cl -9.4180 -4.1626 5.4737 0.5222
C -2.9665 4.8699 7.1677 -1.9811
Cl -2.9476 6.6279 6.8785 0.5112
Cl -4.4669 4.4240 8.0189 0.5085
Cl -2.8904 4.0106 5.6087 0.4688
Cl -1.5610 4.4169 8.1647 0.5031
C -2.1720 14.7861 3.1569 -1.9944
Cl -2.1531 16.5441 2.8678 0.5164
Cl -3.6723 14.3402 4.0082 0.5164
Cl -2.0959 13.9268 1.5979 0.4988
Cl -0.7665 14.3331 4.1539 0.4539
C -3.9905 1.7287 10.9564 -2.0101
Cl -3.2664 3.1973 11.6589 0.5108
Cl -3.8279 0.3777 12.1067 0.5171
Cl -5.7162 2.0191 10.6216 0.5064
Cl -3.1515 1.3206 9.4385 0.4759
C 2.0235 -5.1799 7.5785 -1.9957
Cl 3.3648 -4.4486 6.6617 0.4946
Cl 2.0350 -6.9457 7.3411 0.5097
Cl 2.2183 -4.8124 9.3111 0.5300
Cl 0.4758 -4.5130 7.0004 0.4865
C 2.4800 16.0858 2.0822 -1.9712
Cl 3.5050 14.6689 1.7410 0.5028
Cl 0.7643 15.6193 1.9666 0.4409
Cl 2.8231 16.6854 3.7245 0.5260
Cl 2.8276 17.3695 0.8965 0.5260
C 6.4269 -8.5232 -3.5650 -1.9827
Cl 6.4457 -6.7652 -3.8542 0.5190
Cl 4.9265 -8.9691 -2.7138 0.5427
Cl 6.5030 -9.3825 -5.1241 0.5308
Cl 7.8324 -8.9762 -2.5681 0.5396
C 1.5065 10.8581 2.2211 -1.9469
Cl 1.7024 10.4161 0.5062 0.5158
Cl 1.0644 12.5797 2.3439 0.4476
Cl 0.2208 9.8615 2.9482 0.4672
Cl 3.0382 10.5750 3.0861 0.5288
C 4.5769 0.0739 1.0392 -1.9158
Cl 5.6020 -1.3430 0.6980 0.5332
Cl 2.8613 -0.3926 0.9236 0.7254
Cl 4.9200 0.6735 2.6815 0.5365
Cl 4.9245 1.3576 -0.1464 0.5181
C 6.4329 -6.3753 -11.0505 -2.0075
Cl 4.7677 -5.7518 -11.1646 0.5078
Cl 6.7964 -7.3644 -12.4871 0.5244
Cl 7.5740 -5.0095 -10.9655 0.4888
Cl 6.5934 -7.3753 -9.5847 0.4986
C -1.1326 6.4327 -0.2603 -1.9720
Cl -2.5700 5.9788 -1.2103 0.4850
Cl -1.6458 7.1275 1.2981 0.4433
Cl -0.1343 4.9866 0.0342 0.5104
Cl -0.1804 7.6379 -1.1631 0.5193
```

Calculated values
**Charge**: +1
**E_LUMO**: -4.79 eV

***

(2)
This record from the OMol25 dataset describes a molecular structure, C32H21BiClF6N3O6S3Si. The level of theory is ωB97M-V/def2-TZVPD.

```
74
Properties=species:S:1:pos:R:3:lowdin_charge:R:1
Bi -0.1421 0.3314 -0.0777 1.3358
F 3.2405 1.1880 -2.1287 0.1312
C 4.1353 0.8980 -1.1873 -0.6727
F 5.3542 0.9339 -1.7396 0.1229
F 4.0767 1.8433 -0.2440 0.1286
S 3.8202 -0.7524 -0.4185 0.5587
O 2.4640 -0.6576 0.0621 -0.4216
O 4.8711 -0.8617 0.5477 -0.2769
N 4.0378 -1.7929 -1.5627 -0.2892
S 2.9566 -2.2139 -2.6373 0.5764
O 2.7216 -3.6285 -2.6152 -0.2865
O 1.8533 -1.3164 -2.8036 -0.2948
C 3.9765 -1.9738 -4.1554 -0.6790
F 4.3608 -0.7008 -4.2860 0.1235
F 5.0709 -2.7405 -4.1494 0.1230
F 3.2513 -2.3003 -5.2335 0.1194
Cl 1.2910 6.2074 1.9885 0.4931
C 1.1514 4.5649 1.2750 -0.4920
C -0.2534 3.9372 1.3360 -0.7654
O -1.2143 4.5563 1.7818 -0.0247
O -0.2155 2.7506 0.8850 -0.2946
H 1.8486 3.9240 1.8075 0.0393
H 1.4641 4.6399 0.2366 0.0689
C 3.2476 3.1636 4.1139 -0.1088
C 1.9302 3.2575 4.5405 -0.0973
C 0.9869 2.3394 4.0984 -0.0852
C 1.3347 1.3115 3.2180 -0.2691
C 2.6653 1.2376 2.7956 -0.1123
C 3.6135 2.1495 3.2390 -0.0888
Si 0.0338 0.0955 2.5986 0.6485
C 0.5385 -1.6652 3.0326 -0.2799
C -0.3621 -2.7118 2.8003 -0.1256
C -0.0167 -4.0272 3.0717 -0.0863
C 1.2441 -4.3271 3.5714 -0.1015
C 2.1500 -3.3042 3.8083 -0.0953
C 1.7963 -1.9868 3.5445 -0.0855
C -1.5953 0.4740 3.4608 -0.2869
C -2.2933 1.6599 3.2070 -0.1203
C -3.4578 1.9593 3.9000 -0.0787
C -3.9539 1.0789 4.8514 -0.1074
C -3.2742 -0.1013 5.1158 -0.1013
C -2.1051 -0.3964 4.4279 -0.0961
H 3.9803 3.8895 4.4459 0.0942
H 1.6282 4.0618 5.2003 0.0996
H -0.0406 2.4410 4.4266 0.0994
H 2.9704 0.4627 2.1041 0.0677
H 4.6344 2.0702 2.8846 0.1021
H -1.3444 -2.4992 2.3907 0.0770
H -0.7272 -4.8208 2.8724 0.0961
H 1.5207 -5.3567 3.7666 0.0916
H 3.1387 -3.5294 4.1903 0.0937
H 2.5180 -1.2018 3.7355 0.0898
H -1.9239 2.3639 2.4712 0.0666
H -3.9743 2.8870 3.6862 0.1025
H -4.8691 1.3108 5.3847 0.0887
H -3.6551 -0.7976 5.8541 0.0909
H -1.5870 -1.3227 4.6465 0.0898
N -1.8333 -9.7453 -0.6209 0.1202
C -1.6212 -8.6139 -0.5973 -0.2061
C -1.3592 -7.2022 -0.5694 -0.2533
C -0.1753 -6.7013 -1.1128 -0.0296
C 0.0773 -5.3433 -1.0889 -0.0022
C -0.8527 -4.4664 -0.5190 -0.2260
C -2.0409 -4.9739 0.0238 -0.0212
C -2.2913 -6.3316 -0.0014 -0.0358
C -0.6005 -3.0648 -0.4624 -0.1186
C -0.4373 -1.8732 -0.3269 -0.2888
H 0.5421 -7.3820 -1.5524 0.1139
H 0.9889 -4.9406 -1.5112 0.0967
H -2.7496 -4.2807 0.4614 0.0938
H -3.2071 -6.7274 0.4182 0.1126
S -2.8079 0.5188 -0.0420 0.4598
C -3.2561 -0.9200 0.7010 -0.8692
N -3.6063 -1.9011 1.2072 0.0584
```

Calculated values
**Charge**: -2
**E_LUMO**: 4.11 eV
**ΔE to the lowest compared entry with this formula, charge and spin**: 0.0000 eV

***

(3)
This record from the OMol25 dataset describes a molecular structure, C32H21BrF5N3O4RuS4. The level of theory is ωB97M-V/def2-TZVPD.

```
71
Properties=species:S:1:pos:R:3:lowdin_charge:R:1
Ru 0.8303 -0.6038 -0.2423 1.0037
Br 2.9451 1.3866 -2.6892 0.8139
C 1.8889 0.0033 -3.4412 -0.7139
C 2.0419 -0.2835 -4.7872 -0.1087
C 1.1895 -1.2229 -5.3502 -0.0500
C 0.1835 -1.7560 -4.5639 0.0002
C 0.0993 -1.3842 -3.2289 -0.1680
N 0.9783 -0.5542 -2.6639 0.0076
C -1.1548 -1.7600 -2.4062 -0.6374
O -2.0441 -2.3566 -2.9979 0.0319
O -1.1762 -1.3338 -1.2278 -0.1157
H 2.7958 0.2266 -5.3663 0.0946
H 1.2875 -1.4921 -6.3934 0.1064
H -0.5591 -2.4388 -4.9473 0.1157
O -0.3796 1.3646 -0.9693 -0.6150
S -1.0316 2.4623 -1.6965 1.0058
C -2.1415 3.3500 -0.4593 -0.2787
C -2.0370 2.7459 0.9286 -0.2488
C -2.9544 1.5363 1.1057 -0.2428
C -2.9400 1.0257 2.5341 -0.2763
S -1.4020 -0.0246 2.8286 1.0205
O -0.5905 0.1354 1.6133 -0.6144
C -2.2907 -1.6039 2.6545 -0.3764
C -2.4081 -2.1883 1.4089 -0.0642
C -3.0770 -3.3936 1.2839 -0.0497
C -3.6298 -3.9973 2.4007 -0.0798
C -3.5063 -3.4031 3.6480 -0.0846
C -2.8315 -2.2017 3.7808 -0.0980
C 0.2334 3.7699 -1.7469 -0.3990
C 1.1730 3.8138 -0.7347 -0.1271
C 2.2027 4.7347 -0.7952 -0.0631
C 2.2706 5.6154 -1.8617 -0.0811
C 1.3159 5.5766 -2.8660 -0.0878
C 0.2936 4.6440 -2.8172 -0.0969
H -3.1524 3.2573 -0.8558 0.0793
H -1.8468 4.3971 -0.4658 0.0850
H -2.2874 3.5112 1.6697 0.1197
H -1.0081 2.4267 1.1098 0.0906
H -2.6200 0.7383 0.4374 0.1033
H -3.9784 1.8037 0.8271 0.1194
H -3.8049 0.4057 2.7566 0.0850
H -2.8904 1.8429 3.2537 0.0797
H -1.9733 -1.7152 0.5399 0.0714
H -3.1588 -3.8537 0.3116 0.1176
H -4.1556 -4.9359 2.3053 0.1012
H -3.9285 -3.8811 4.5202 0.1006
H -2.7146 -1.7333 4.7476 0.1090
H 1.1226 3.0976 0.0704 0.0306
H 2.9564 4.7388 -0.0233 0.1133
H 3.0803 6.3273 -1.9158 0.1020
H 1.3760 6.2646 -3.6958 0.0996
H -0.4403 4.5759 -3.6059 0.1036
S 3.4981 -1.2037 -0.5010 0.6346
C 3.7838 0.1590 0.5010 -1.1620
S 2.4008 1.0841 0.9292 0.6464
C 5.0545 0.5414 0.9146 -0.4094
C 6.2083 -0.2156 0.6721 -0.2727
N 7.1779 -0.8145 0.5070 0.1342
C 5.2487 1.7371 1.6184 -0.2907
N 5.4408 2.7281 2.1718 0.1332
F 0.7269 -3.5455 -0.8995 0.0475
C 0.6214 -3.5600 0.4527 -0.2455
C 0.9342 -2.3885 1.1289 -0.0790
C 0.8365 -2.4514 2.5105 -0.2563
F 1.1553 -1.3690 3.2544 0.0400
C 0.4187 -3.5889 3.1916 -0.1511
F 0.2939 -3.5898 4.5356 0.0937
C 0.1200 -4.7370 2.4747 -0.1414
F -0.2728 -5.8503 3.1253 0.0958
C 0.2357 -4.7334 1.0883 -0.1460
F -0.0336 -5.8625 0.4025 0.0951
```

Calculated values
**2S+1**: 2
**Charge**: -1
**E_LUMO (alpha / beta)**: 1.24 / 2.00 eV
**ΔE to the lowest compared entry with this formula, charge and spin**: 2.5057 eV

***

- Which formula does entry 1 have?
  C32H21BCl81N3O3P